# C45H87N13O15

13 unconnected molecules or ions with the total composition C45H87N13O15 in a non-equilibrium geometry (ωB97M-V/def2-TZVPD, OMol25).

Atoms and positions in Å:
C (-11.16205, -3.60110, 1.31154)
O (-11.17753, -4.72824, 0.93629)
N (-10.02312, -2.91680, 1.55325)
C (-10.11706, -1.49292, 1.92135)
C (-8.69277, -3.49308, 1.84347)
H (-12.05734, -2.97301, 1.43864)
H (-9.93211, -1.25028, 2.96778)
H (-10.98549, -1.05163, 1.43226)
H (-9.19994, -1.03812, 1.54701)
H (-8.37228, -3.31710, 2.87033)
H (-8.55150, -4.54207, 1.58312)
H (-7.91964, -2.96960, 1.28104)
C (-3.96288, 6.85653, 4.04080)
O (-4.81368, 7.62900, 3.60999)
N (-3.20974, 6.15824, 3.25600)
C (-2.15624, 5.30368, 3.79218)
C (-3.63706, 5.96241, 1.82748)
H (-3.72660, 6.69755, 5.10433)
H (-1.22269, 5.46316, 3.25260)
H (-2.37307, 4.24027, 3.69105)
H (-1.88111, 5.47564, 4.83278)
H (-4.45042, 5.23678, 1.82489)
H (-4.03582, 6.82309, 1.29054)
H (-2.81861, 5.51434, 1.26403)
C (9.31774, -4.52544, 1.64462)
O (8.06277, -4.56454, 1.77796)
N (10.24072, -5.40401, 2.09631)
C (11.65715, -5.32297, 1.77155)
C (9.71866, -6.59301, 2.72817)
H (9.88768, -3.69758, 1.19517)
H (12.27871, -5.35545, 2.66637)
H (11.94085, -4.36354, 1.33899)
H (11.91608, -6.14942, 1.10972)
H (8.70774, -6.60842, 3.13549)
H (9.99529, -7.53094, 2.24665)
H (10.15584, -6.73198, 3.71694)
C (4.66149, 1.71238, 5.91980)
O (3.44876, 1.65090, 5.99028)
N (5.36927, 2.69728, 6.57580)
C (6.80428, 2.55091, 6.66778)
C (4.76254, 3.78962, 7.36777)
H (5.35530, 0.96200, 5.51023)
H (7.27438, 1.79329, 6.04077)
H (7.05225, 2.38103, 7.71551)
H (7.29830, 3.39757, 6.19108)
H (4.98809, 3.70808, 8.43106)
H (5.34936, 4.66162, 7.07906)
H (3.67350, 3.83492, 7.36214)
C (-5.08999, -6.93082, -3.14652)
O (-4.11442, -6.98610, -2.46925)
N (-6.21428, -7.63722, -3.03788)
C (-7.39139, -7.31939, -3.95316)
C (-6.41410, -8.46187, -1.94668)
H (-5.23437, -6.18994, -3.94804)
H (-7.07073, -6.71505, -4.80171)
H (-8.14274, -6.76897, -3.38694)
H (-7.88601, -8.23768, -4.26972)
H (-6.77978, -9.42204, -2.31061)
H (-5.53974, -8.67030, -1.33012)
H (-7.21688, -8.15750, -1.27510)
C (4.72337, 3.34140, -7.92424)
O (5.72256, 3.62572, -8.59071)
N (3.50800, 3.12381, -8.51554)
C (2.40274, 2.74920, -7.65201)
C (3.26655, 3.21915, -9.91527)
H (4.73035, 3.10413, -6.84913)
H (1.63688, 3.51001, -7.50127)
H (2.55923, 2.46709, -6.61085)
H (1.79414, 1.99002, -8.14330)
H (2.96175, 2.28334, -10.38374)
H (2.47048, 3.94078, -10.09856)
H (4.14091, 3.49748, -10.50360)
C (0.63799, -7.39832, 3.82434)
O (0.70307, -6.29034, 4.41400)
N (-0.52653, -8.04039, 3.49664)
C (-0.56282, -9.31580, 2.76222)
C (-1.84844, -7.53259, 3.57337)
H (1.52789, -7.97632, 3.53074)
H (0.27249, -9.92227, 3.11230)
H (-0.56607, -9.09462, 1.69490)
H (-1.53832, -9.79634, 2.83695)
H (-1.98280, -7.34151, 2.50869)
H (-2.65622, -8.21937, 3.82624)
H (-1.90632, -6.69918, 4.27351)
C (-5.71188, 0.09371, 8.09558)
O (-6.86231, 0.52396, 7.90186)
N (-4.76787, 0.88712, 8.57962)
C (-3.38225, 0.33787, 8.48341)
C (-4.92783, 2.28202, 8.95659)
H (-5.40873, -0.91779, 7.78382)
H (-3.12720, 0.35180, 7.42376)
H (-3.35479, -0.66211, 8.91627)
H (-2.69604, 0.98126, 9.03412)
H (-5.94882, 2.65473, 8.87435)
H (-4.56325, 2.40343, 9.97661)
H (-4.34907, 2.70097, 8.13341)
C (-5.91396, 1.24834, -5.22039)
O (-5.26845, 2.27944, -5.44461)
N (-6.92086, 1.11792, -4.30641)
C (-7.31090, -0.22657, -4.00299)
C (-7.22773, 2.16225, -3.35326)
H (-5.72032, 0.26751, -5.68160)
H (-6.82915, -0.95266, -4.65783)
H (-8.38023, -0.41137, -4.10541)
H (-7.06474, -0.39370, -2.95438)
H (-8.31429, 2.16412, -3.26670)
H (-6.83827, 1.95250, -2.35706)
H (-6.86363, 3.16267, -3.58712)
C (0.97774, 0.70396, -0.18355)
O (0.97553, 1.74881, -0.80023)
N (-0.08975, -0.14832, -0.23419)
C (-0.10084, -1.34104, 0.64809)
C (-1.30900, 0.11129, -1.00953)
H (1.78733, 0.42002, 0.50647)
H (-0.36122, -2.22342, 0.06351)
H (-0.96787, -1.28172, 1.30600)
H (0.86770, -1.52322, 1.11375)
H (-1.90175, 0.80865, -0.41755)
H (-0.96492, 0.53482, -1.95311)
H (-1.87670, -0.80447, -1.17446)
C (4.06851, -8.89966, -4.74234)
O (4.66441, -9.78475, -5.33386)
N (4.24566, -8.60180, -3.46900)
C (3.40476, -7.54578, -2.93273)
C (5.13639, -9.23508, -2.55439)
H (3.36285, -8.21560, -5.23863)
H (2.97514, -7.95499, -2.01835)
H (2.63282, -7.15313, -3.59456)
H (4.05339, -6.69304, -2.73222)
H (4.44943, -9.64128, -1.81197)
H (5.64763, -10.09445, -2.98822)
H (5.88679, -8.53291, -2.19113)
C (-0.64418, 9.46743, -3.41625)
C (-1.71253, 8.84909, -4.08589)
C (-2.90641, 9.53250, -4.24287)
C (-2.91310, 10.90900, -3.82874)
C (-1.73707, 11.47976, -3.22252)
C (-0.61844, 10.79876, -3.00940)
N (-4.08647, 11.77621, -4.11720)
O (-4.29861, 12.68550, -3.31366)
O (-4.91644, 11.37128, -4.95549)
H (0.19910, 8.85721, -3.12831)
H (-1.61666, 7.78743, -4.25941)
H (-3.72276, 9.00971, -4.71895)
H (-1.75363, 12.51548, -2.91691)
H (0.28722, 11.05873, -2.48160)
C (9.41173, 7.40248, -3.04277)
C (10.54819, 6.60707, -2.96566)
C (10.56816, 5.50400, -2.13972)
C (9.49332, 5.21147, -1.30746)
C (8.39406, 6.11365, -1.33638)
C (8.30129, 7.18451, -2.20705)
N (9.60770, 4.06846, -0.38105)
O (10.70144, 3.83093, 0.13902)
O (8.59878, 3.38332, -0.25012)
H (9.38720, 8.30183, -3.64023)
H (11.39682, 6.85952, -3.58410)
H (11.48582, 4.93501, -2.16285)
H (7.52346, 6.05985, -0.69957)
H (7.39607, 7.77225, -2.24623)

ΔE to the lowest compared entry with this formula, charge and spin   96.0 kcal/mol
Electronic energy   -98148.104 eV
2S+1   1
LUMO   -0.537 eV
Orbital gap   8.660 eV
HOMO level   -9.196 eV

These are the Löwdin partial charges, in e, on atoms 1 to 99: number 1, C, carries -0.382; number 2, O, carries 0.040; number 3, N, carries -0.179; number 4, C, carries -0.065; number 5, C, carries -0.044; number 6, H, carries 0.133; number 7, H, carries 0.086; number 8, H, carries 0.088; number 9, H, carries 0.075; number 10, H, carries 0.085; number 11, H, carries 0.086; number 12, H, carries 0.077; number 13, C, carries -0.396; number 14, O, carries -0.002; number 15, N, carries -0.174; number 16, C, carries -0.061; number 17, C, carries -0.010; number 18, H, carries 0.135; number 19, H, carries 0.086; number 20, H, carries 0.085; number 21, H, carries 0.084; number 22, H, carries 0.088; number 23, H, carries 0.085; number 24, H, carries 0.081; number 25, C, carries -0.310; number 26, O, carries -0.029; number 27, N, carries -0.194; number 28, C, carries -0.050; number 29, C, carries -0.068; number 30, H, carries 0.126; number 31, H, carries 0.087; number 32, H, carries 0.086; number 33, H, carries 0.090; number 34, H, carries 0.092; number 35, H, carries 0.089; number 36, H, carries 0.081; number 37, C, carries -0.323; number 38, O, carries 0.004; number 39, N, carries -0.202; number 40, C, carries -0.086; number 41, C, carries -0.033; number 42, H, carries 0.131; number 43, H, carries 0.083; number 44, H, carries 0.092; number 45, H, carries 0.085; number 46, H, carries 0.078; number 47, H, carries 0.083; number 48, H, carries 0.087; number 49, C, carries -0.400; number 50, O, carries 0.042; number 51, N, carries -0.190; number 52, C, carries -0.007; number 53, C, carries -0.094; number 54, H, carries 0.126; number 55, H, carries 0.078; number 56, H, carries 0.083; number 57, H, carries 0.083; number 58, H, carries 0.090; number 59, H, carries 0.096; number 60, H, carries 0.093; number 61, C, carries -0.305; number 62, O, carries -0.011; number 63, N, carries -0.196; number 64, C, carries -0.078; number 65, C, carries -0.064; number 66, H, carries 0.133; number 67, H, carries 0.080; number 68, H, carries 0.087; number 69, H, carries 0.084; number 70, H, carries 0.089; number 71, H, carries 0.092; number 72, H, carries 0.090; number 73, C, carries -0.293; number 74, O, carries -0.032; number 75, N, carries -0.216; number 76, C, carries -0.055; number 77, C, carries -0.073; number 78, H, carries 0.131; number 79, H, carries 0.090; number 80, H, carries 0.087; number 81, H, carries 0.082; number 82, H, carries 0.099; number 83, H, carries 0.086; number 84, H, carries 0.095; number 85, C, carries -0.353; number 86, O, carries -0.032; number 87, N, carries -0.214; number 88, C, carries -0.038; number 89, C, carries -0.029; number 90, H, carries 0.136; number 91, H, carries 0.088; number 92, H, carries 0.085; number 93, H, carries 0.084; number 94, H, carries 0.088; number 95, H, carries 0.092; number 96, H, carries 0.094; number 97, C, carries -0.316; number 98, O, carries -0.002; number 99, N, carries -0.206